Density functional theory data (ωB97M-V/def2-TZVPD) for the ion C6H7IN3O with charge +1 at a distorted geometry.

Structure (SMILES): [H]/N=[N+](\[O-])[C@H]1C=CC=C/[N+]1=C\I
ΔE to the lowest compared entry with this formula, charge and spin in kcal per mole: 9.03
2S+1: 1
E_LUMO (alpha / beta) in eV: -5.54 / -5.54
Total charge: +1
E_HOMO (alpha / beta) in eV: -13.1 / -13.1
Calculated total energy in eV: -20941.364
Maximum force in hartree/bohr: 0.1246

XYZ file:
```
18
Properties=species:S:1:pos:R:3:mulliken_charge:R:1
C -1.40843 0.85922 -1.12657 -0.262
C -1.42414 -0.29468 -0.34248 -0.857
C -0.10415 1.38979 -1.39841 -0.428
C -0.19624 -0.93577 0.27531 0.137
C 1.04743 0.72534 -1.03863 -0.282
C 2.10827 -1.16659 0.04570 -0.078
N 0.10184 -0.48952 1.75558 1.114
N 1.04361 -0.47262 -0.26605 0.036
N -0.50449 0.45513 2.13452 -0.735
O 1.05371 -1.08154 2.25943 -0.725
I 4.05952 -0.78756 -0.44299 0.351
H -2.22432 1.32058 -1.65153 0.445
H -2.31625 -0.71471 -0.04534 0.461
H 0.15646 2.26306 -1.86276 0.449
H -0.18999 -1.99553 0.27539 0.404
H 1.98283 1.37446 -1.11555 0.216
H 2.13684 -1.93836 0.78124 0.438
H -0.14871 1.02619 3.03775 0.316
```